Entry 1:
Below is C2H7NOSi in the gas phase in a non-equilibrium geometry, with properties calculated with the ωB97M-V functional and the def2-TZVPD basis.

Summary:
LUMO (eV): 0.57
Frontier orbital gap (eV): 9.40
SMILES: [O-][SiH2][NH+]1CC1
Energy relative to the best compared isomer or geometry (same formula, charge and spin) (kJ/mol): 306.1
Spin multiplicity: 1
Total charge: 0

Last column: Löwdin charge in e.
Element x y z (Å)
C  -0.984  -0.061  -0.590  -0.236
C  -0.794  0.916  0.423  -0.139
N  -0.089  -0.533  0.540  -0.059
O  1.750  1.290  -0.149  -0.465
Si  1.715  -0.214  -0.061  0.311
H  -1.923  -0.729  -0.644  0.141
H  -0.527  0.183  -1.575  0.110
H  -0.064  1.757  -0.056  0.136
H  -1.632  1.409  1.054  0.143
H  -0.690  -0.953  1.255  0.129
H  2.517  -0.798  1.103  -0.040
H  1.578  -0.706  -1.423  -0.030


Entry 2:
Below is a gas-phase ion, C8H7BrF3N2O (charge +1) in a non-equilibrium geometry, with properties calculated with the ωB97M-V functional and the def2-TZVPD basis.

Summary:
LUMO (spin up / spin down) (eV): -4.67 / -4.65
Frontier orbital gap (spin up / spin down) (eV): 6.45 / 6.59
Energy relative to the best compared isomer or geometry (same formula, charge and spin) (kJ/mol): 303.5
Spin multiplicity: 1
Total charge: +1

Last column: Löwdin charge in e.
Element x y z (Å)
C  2.715  1.317  -0.192  -0.056
C  1.419  1.637  0.177  0.042
C  3.047  -0.013  -0.445  -0.036
C  2.101  -0.923  -0.220  -0.067
C  0.473  0.577  0.501  -0.215
C  0.184  -1.809  0.715  -0.489
C  -1.713  0.067  -0.177  -0.238
C  -3.194  0.537  -0.048  -0.516
N  0.880  -0.734  0.469  -0.082
N  -0.823  0.824  0.418  0.198
O  -1.441  -0.993  -0.836  0.138
F  -3.957  -0.274  0.714  0.174
F  -3.211  1.784  0.466  0.159
F  -3.778  0.619  -1.239  0.192
Br  0.383  -3.437  -0.341  0.807
H  3.479  2.056  -0.521  0.134
H  1.097  2.620  0.357  0.104
H  3.975  -0.321  -0.921  0.138
H  2.243  -1.973  -0.276  0.038
H  -0.589  -1.785  1.573  0.144
H  -1.037  1.814  0.726  0.225
H  -2.250  -1.588  -0.903  0.206


Entry 3:
Below is a molecular structure, C23H32F6HfN6O7S2Si, with properties calculated with the ωB97M-V functional and the def2-TZVPD basis.

Summary:
LUMO (eV): -5.09
Frontier orbital gap (eV): 8.11
Energy relative to the best compared isomer or geometry (same formula, charge and spin) (kJ/mol): 1.3
Spin multiplicity: 1
Total charge: +2

Last column: Löwdin charge in e.
Element x y z (Å)
Hf  -0.344  0.344  1.101  1.810
F  -0.988  3.343  4.544  0.213
C  -1.241  3.027  3.304  -0.640
F  -1.540  4.083  2.587  0.198
F  -0.109  2.459  2.757  0.073
S  -2.595  1.766  3.166  0.677
O  -2.253  1.174  1.843  -0.401
O  -3.820  2.454  3.258  -0.166
N  -2.360  0.737  4.305  -0.254
S  -1.432  -0.515  4.237  0.701
O  -2.089  -1.768  4.299  -0.194
O  -0.431  -0.394  3.124  -0.441
C  -0.363  -0.299  5.732  -0.690
F  0.411  -1.361  5.836  0.181
F  -1.128  -0.173  6.790  0.204
F  0.372  0.791  5.553  0.165
N  -0.258  -1.804  0.264  0.012
C  -0.092  -1.632  -1.212  -0.255
C  -0.163  -2.918  -2.029  -0.126
C  -1.432  -3.766  -1.899  -0.148
C  -2.722  -3.125  -2.420  -0.144
N  -2.624  -2.647  -3.795  0.099
C  -2.940  -3.317  -4.891  -0.417
N  -3.363  -4.580  -4.837  0.225
N  -2.820  -2.720  -6.079  0.215
C  -1.102  -0.554  -1.628  -0.563
O  -1.411  -0.380  -2.785  0.094
O  -1.556  0.125  -0.607  -0.133
H  0.474  -2.406  0.633  0.049
H  -1.148  -2.264  0.452  0.124
H  0.897  -1.188  -1.355  0.155
H  0.692  -3.541  -1.762  0.123
H  -0.014  -2.632  -3.072  0.128
H  -1.603  -4.068  -0.861  0.118
H  -1.247  -4.697  -2.441  0.121
H  -3.006  -2.260  -1.820  0.127
H  -3.555  -3.824  -2.328  0.127
H  -2.213  -1.721  -3.882  0.122
H  -3.451  -5.068  -3.964  0.118
H  -3.700  -5.048  -5.662  0.138
H  -2.606  -1.740  -6.144  0.136
H  -3.046  -3.202  -6.932  0.134
C  3.033  -0.944  3.504  -0.149
Si  2.984  -0.899  1.644  0.452
C  4.654  -0.534  0.889  -0.154
C  2.567  -2.639  1.056  -0.171
N  1.761  0.305  1.104  -0.194
C  2.232  1.648  1.059  -0.314
C  3.342  2.154  1.744  -0.038
C  3.720  3.480  1.613  -0.043
C  2.988  4.360  0.826  -0.045
C  1.838  3.914  0.195  0.011
C  1.498  2.587  0.338  -0.217
O  0.263  2.070  -0.135  -0.167
C  -0.374  2.727  -1.229  -0.272
C  0.255  2.709  -2.455  -0.004
C  -0.369  3.348  -3.516  -0.045
C  -1.594  3.974  -3.331  -0.053
C  -2.203  3.970  -2.084  -0.037
C  -1.586  3.343  -1.011  0.004
H  3.858  -1.578  3.840  0.054
H  2.113  -1.357  3.921  0.013
H  3.183  0.046  3.941  0.039
H  5.178  -1.483  0.753  0.042
H  5.291  0.092  1.512  0.039
H  4.581  -0.060  -0.092  0.049
H  3.474  -3.224  1.230  0.055
H  2.370  -2.722  -0.017  0.028
H  1.794  -3.153  1.638  0.041
H  3.917  1.510  2.392  0.084
H  4.594  3.834  2.142  0.120
H  3.292  5.393  0.727  0.119
H  1.214  4.580  -0.386  0.134
H  1.218  2.226  -2.569  0.137
H  0.107  3.360  -4.487  0.117
H  -2.073  4.476  -4.162  0.116
H  -3.156  4.462  -1.940  0.120
H  -2.041  3.332  -0.030  0.115


Entry 4:
Below is C5H10O in the gas phase in a non-equilibrium geometry, with properties calculated with the ωB97M-V functional and the def2-TZVPD basis.

Summary:
LUMO (eV): 1.06
Frontier orbital gap (eV): 9.78
SMILES: C=CC[C@@H](C)O
Energy relative to the best compared isomer or geometry (same formula, charge and spin) (kJ/mol): 211.9
Spin multiplicity: 1
Total charge: 0

Last column: Löwdin charge in e.
Element x y z (Å)
C  -1.128  0.429  -0.442  -0.373
C  -0.508  -1.123  0.281  -0.113
C  -0.014  1.373  -0.642  -0.080
C  0.488  -0.839  1.282  -0.233
C  1.749  -0.449  0.962  -0.039
O  -1.844  0.080  -1.584  -0.042
H  -1.222  -0.104  -2.297  0.092
H  -1.853  0.738  0.308  0.129
H  -0.106  -1.591  -0.616  0.096
H  -1.383  -1.653  0.657  0.096
H  0.110  -0.579  2.265  0.103
H  -0.341  2.403  -0.522  0.079
H  0.856  1.137  0.133  0.082
H  0.511  1.239  -1.585  0.081
H  2.470  -0.214  1.732  0.053
H  2.216  -0.845  0.067  0.067


Entry 5:
Below is C4H9NO in the gas phase in a non-equilibrium geometry, with properties calculated with the ωB97M-V functional and the def2-TZVPD basis.

Summary:
LUMO (eV): 1.10
Frontier orbital gap (eV): 10.13
SMILES: CON=C(C)C
Energy relative to the best compared isomer or geometry (same formula, charge and spin) (kJ/mol): 255.3
Spin multiplicity: 1
Total charge: 0

Last column: Löwdin charge in e.
Element x y z (Å)
C  0.429  2.539  -0.836  -0.105
C  -0.906  -0.640  1.325  -0.039
C  0.395  -2.128  -0.349  -0.048
C  -0.042  -0.756  0.093  -0.369
O  -0.086  1.469  -0.053  -0.216
N  0.379  0.262  -0.595  0.069
H  1.523  2.540  -0.804  0.078
H  0.064  3.481  -0.417  0.083
H  0.081  2.454  -1.870  0.078
H  -1.837  -0.124  1.073  0.084
H  -1.153  -1.627  1.724  0.070
H  1.459  -2.252  -0.132  0.081
H  0.233  -2.234  -1.425  0.079
H  -0.168  -2.908  0.169  0.069
H  -0.372  -0.076  2.096  0.085


Entry 6:
Below is a molecular structure, C45H33F3IrNO3P2S6, with properties calculated with the ωB97M-V functional and the def2-TZVPD basis.

Summary:
LUMO (spin up / spin down) (eV): 2.30 / 0.79
Frontier orbital gap (spin up / spin down) (eV): 7.45 / 5.82
Energy relative to the best compared isomer or geometry (same formula, charge and spin) (kJ/mol): 133.5
Spin multiplicity: 2
Total charge: -1

Last column: Löwdin charge in e.
Element x y z (Å)
Ir  -0.196  -0.812  -0.155  0.974
S  1.971  0.292  -0.599  0.339
P  1.197  1.384  0.907  0.450
C  -0.476  1.098  0.899  -0.634
P  -1.451  1.714  -0.352  0.493
S  -1.025  0.553  -1.967  0.388
C  -3.198  1.548  0.095  -0.356
C  -3.567  1.566  1.434  -0.098
C  -4.902  1.442  1.789  -0.081
C  -5.869  1.295  0.804  -0.089
C  -5.500  1.273  -0.534  -0.077
C  -4.167  1.397  -0.890  -0.081
C  -1.267  3.479  -0.752  -0.314
C  -0.239  3.862  -1.613  -0.098
C  -0.003  5.204  -1.860  -0.081
C  -0.792  6.173  -1.253  -0.095
C  -1.820  5.797  -0.401  -0.090
C  -2.059  4.453  -0.150  -0.076
C  1.752  3.119  0.854  -0.322
C  2.835  3.488  0.067  -0.097
C  3.240  4.815  0.018  -0.088
C  2.555  5.777  0.745  -0.097
C  1.468  5.413  1.529  -0.087
C  1.070  4.087  1.588  -0.085
C  1.907  0.821  2.488  -0.327
C  1.200  1.023  3.671  -0.096
C  1.757  0.656  4.886  -0.090
C  3.022  0.083  4.926  -0.092
C  3.725  -0.127  3.749  -0.087
C  3.171  0.242  2.531  -0.102
H  -2.794  1.644  2.189  0.093
H  -5.186  1.437  2.834  0.098
H  -6.909  1.177  1.081  0.097
H  -6.251  1.132  -1.301  0.100
H  -3.867  1.334  -1.929  0.094
H  0.371  3.095  -2.078  0.089
H  0.803  5.496  -2.522  0.105
H  -0.604  7.222  -1.445  0.099
H  -2.441  6.551  0.068  0.098
H  -2.866  4.159  0.509  0.102
H  3.346  2.736  -0.524  0.082
H  4.084  5.098  -0.599  0.099
H  2.864  6.815  0.697  0.098
H  0.922  6.164  2.086  0.102
H  0.211  3.801  2.184  0.108
H  0.201  1.440  3.623  0.098
H  1.198  0.803  5.802  0.100
H  3.452  -0.215  5.874  0.099
H  4.698  -0.601  3.774  0.103
H  3.696  0.049  1.604  0.078
F  2.446  -4.988  2.847  0.132
C  2.466  -3.853  3.569  -0.595
F  3.643  -3.253  3.317  0.121
F  2.502  -4.227  4.869  0.114
C  1.286  -2.974  3.285  -0.117
C  0.359  -2.710  4.269  -0.001
C  -0.745  -1.912  3.993  -0.039
C  -0.867  -1.386  2.727  -0.119
N  0.030  -1.644  1.770  -0.123
C  1.089  -2.438  1.994  -0.660
S  2.034  -2.650  0.603  0.799
H  0.499  -3.128  5.257  0.121
H  -1.490  -1.699  4.744  0.106
H  -1.684  -0.744  2.430  0.103
O  -3.704  -2.757  0.774  -0.001
C  -2.566  -2.486  0.439  -0.540
O  -2.158  -1.267  0.215  -0.301
H  -1.800  -3.266  0.307  0.107
O  -0.309  -2.561  -1.330  -0.485
C  0.070  -2.798  -2.644  -0.619
C  -1.045  -2.381  -3.598  -0.495
C  -1.043  -2.138  -4.942  -0.162
C  -2.349  -1.918  -5.461  -0.194
C  -3.306  -2.033  -4.498  -0.414
S  -2.634  -2.343  -2.958  1.076
C  1.420  -2.186  -3.016  -0.459
C  2.640  -2.668  -2.637  -0.169
C  3.721  -1.834  -3.022  -0.194
C  3.302  -0.727  -3.695  -0.443
S  1.604  -0.700  -3.864  0.989
C  0.206  -4.317  -2.763  -0.458
C  0.445  -5.100  -3.853  -0.122
C  0.495  -6.483  -3.532  -0.199
C  0.289  -6.709  -2.203  -0.429
S  0.031  -5.254  -1.341  1.072
H  -0.143  -2.123  -5.541  0.090
H  -2.560  -1.696  -6.498  0.090
H  -4.372  -1.908  -4.611  0.056
H  2.752  -3.599  -2.098  0.102
H  4.758  -2.043  -2.799  0.098
H  3.901  0.076  -4.092  0.058
H  0.576  -4.698  -4.848  0.113
H  0.674  -7.267  -4.255  0.089
H  0.271  -7.659  -1.692  0.052


Calculated total energy
In order: -13600.2842 -91621.5858 -94796.2420 -7392.5690 -7829.6740 -149417.8009
Unit: eV